# 1
Molecular formula: C22H23BCl3N10OV
Method: DFT, ωB97M-V/def2-TZVPD

HOMO-LUMO gap (alpha / beta) (eV): 4.92 / 5.76
2S+1: 2
ΔE to the lowest compared entry with this formula, charge and spin (kJ/mol): 27.1
Charge: +3
HOMO energy (alpha / beta) (eV): -16.716 / -16.717

Geometry (Å):
1 V 0.058 -0.243 -0.565
2 C -2.122 -3.166 1.479
3 C -1.750 -2.586 0.304
4 N -0.899 -1.532 0.546
5 N -0.755 -1.470 1.906
6 C -1.459 -2.432 2.474
7 B 0.091 -0.340 2.573
8 N -0.552 0.976 2.072
9 C -1.132 2.004 2.683
10 C -1.626 2.891 1.734
11 C -1.314 2.322 0.528
12 N -0.647 1.147 0.713
13 N 1.501 -0.382 1.911
14 C 2.684 -0.402 2.495
15 C 3.682 -0.327 1.511
16 C 3.012 -0.265 0.328
17 N 1.651 -0.314 0.553
18 N 0.215 -0.569 4.030
19 C -0.078 0.086 5.197
20 C 0.294 -0.711 6.234
21 C 0.846 -1.856 5.627
22 N 0.790 -1.783 4.313
23 H -2.778 -4.007 1.619
24 H -2.054 -2.844 -0.692
25 H -1.451 -2.558 3.544
26 H -1.178 2.071 3.754
27 H -2.144 3.817 1.912
28 H -1.538 2.701 -0.450
29 H 2.766 -0.474 3.568
30 H 4.748 -0.321 1.665
31 H 3.407 -0.184 -0.666
32 H -0.522 1.063 5.241
33 H 0.194 -0.498 7.284
34 H 1.266 -2.731 6.098
35 O 1.650 -0.347 -2.023
36 C 1.858 0.372 -3.298
37 C 2.191 1.811 -2.994
38 C 1.188 2.436 -2.018
39 C -0.224 2.152 -2.440
40 C -0.898 2.970 -3.335
41 C -2.195 2.665 -3.712
42 C -2.810 1.538 -3.175
43 C -2.095 0.761 -2.295
44 N -0.823 1.049 -1.944
45 H 1.896 -1.272 -2.164
46 H 0.950 0.265 -3.892
47 H 2.678 -0.126 -3.811
48 H 2.187 2.354 -3.941
49 H 3.199 1.896 -2.587
50 H 1.348 3.512 -1.963
51 H 1.361 2.057 -1.004
52 H -0.400 3.850 -3.720
53 H -2.728 3.303 -4.405
54 H -3.827 1.272 -3.425
55 H -2.545 -0.112 -1.837
56 Cl -0.758 -5.109 -3.096
57 C -0.932 -3.552 -3.890
58 Cl 0.273 -3.311 -5.152
59 Cl -2.568 -3.287 -4.479
60 C -0.683 -2.517 -2.861
61 N -0.498 -1.715 -2.064

Atomic forces in eV per Å
0.1 0.0 0.3
0.0 0.0 0.0
0.0 0.0 0.0
0.2 0.0 -0.2
0.0 0.1 0.0
0.0 0.0 0.0
0.0 0.0 0.2
0.0 0.0 -0.1
0.0 0.0 0.0
0.0 0.0 0.0
0.0 0.0 0.0
0.0 -0.1 -0.1
-0.1 0.0 -0.1
0.1 0.0 0.0
0.0 0.0 0.0
0.0 0.0 0.0
-0.1 0.0 -0.1
-0.1 0.0 0.0
-0.1 0.1 0.0
0.1 0.1 0.1
-0.1 -0.2 -0.1
0.1 -0.1 0.0
0.0 0.0 0.0
0.0 0.0 0.0
0.0 0.0 0.0
0.0 0.0 0.0
0.0 0.0 0.0
0.0 0.0 0.0
0.0 0.0 0.0
0.0 0.0 0.0
0.0 0.0 0.0
0.0 0.0 0.0
0.0 0.0 0.0
0.0 0.0 0.0
0.0 -0.1 0.0
0.0 0.0 -0.1
0.0 0.0 0.0
0.0 0.0 0.0
0.0 0.0 0.0
0.0 0.0 0.0
0.0 0.0 0.0
0.0 0.0 0.0
0.0 0.0 0.0
0.0 0.0 0.0
0.1 0.1 0.0
0.0 0.0 0.0
0.0 0.0 0.0
0.0 0.0 0.0
0.0 0.0 0.0
0.0 0.0 0.0
0.0 0.0 0.0
0.0 0.0 0.0
0.0 0.0 0.0
0.0 0.0 0.0
0.0 0.0 0.0
0.0 0.0 0.0
0.0 0.1 0.1
0.0 0.0 0.0
0.0 0.0 0.0
0.0 0.0 -0.1
-0.1 -0.1 0.1

=====

# 2
Molecular formula: C6H12F5NO2Sb
Method: DFT, ωB97M-V/def2-TZVPD

HOMO-LUMO gap (eV): 7.26
Charge: -1
HOMO energy (eV): -4.167

Geometry (Å):
1 C -2.107 0.701 -1.803
2 Sb -0.482 0.646 -0.322
3 N -1.603 1.918 0.964
4 C 1.152 0.471 1.191
5 C 1.160 -0.852 1.977
6 C 0.286 -0.849 3.199
7 O -0.867 -0.523 3.274
8 O 0.978 -1.257 4.358
9 C 0.819 -0.692 -1.680
10 F 0.737 -2.035 -1.314
11 F 2.162 -0.341 -1.528
12 C 0.603 -0.683 -3.197
13 F 1.593 -1.297 -3.877
14 F -0.537 -1.307 -3.537
15 F 0.536 0.575 -3.669
16 H -1.799 1.115 -2.764
17 H -2.500 -0.310 -1.932
18 H -2.916 1.325 -1.410
19 H -1.205 -0.791 0.374
20 H 0.313 2.060 -1.017
21 H -2.131 2.556 0.373
22 H -0.960 2.510 1.483
23 H 1.096 1.326 1.872
24 H 2.107 0.543 0.667
25 H 2.170 -1.069 2.328
26 H 0.836 -1.671 1.321
27 H 0.560 -2.070 4.669

Atomic forces in eV per Å
-0.1 0.1 0.0
-0.7 0.6 0.8
0.0 -0.1 -0.2
0.0 -0.1 0.0
0.3 0.5 0.1
-0.7 0.3 0.2
0.7 -0.4 -0.1
0.1 -0.4 -0.5
0.4 -0.3 -0.2
0.2 0.4 -0.1
-0.4 -0.2 -0.1
-0.1 0.0 0.0
0.1 -0.1 0.0
0.0 0.0 0.1
0.1 -0.1 0.1
0.1 -0.1 0.0
0.1 0.0 -0.1
0.1 0.0 0.1
0.1 -0.1 -0.1
0.2 -0.2 -0.2
0.0 0.0 0.0
0.0 0.0 0.0
-0.1 0.0 -0.1
-0.1 0.1 -0.1
0.0 -0.2 -0.1
-0.1 0.0 0.1
-0.2 0.3 0.2

=====

# 3
Molecular formula: C47H43B2F6N2O2P2Re
Method: DFT, ωB97M-V/def2-TZVPD

HOMO-LUMO gap (alpha / beta) (eV): 7.55 / 6.75
2S+1: 4
ΔE to the lowest compared entry with this formula, charge and spin (kJ/mol): 93.7
Charge: +1
HOMO energy (alpha / beta) (eV): -10.272 / -10.271

Geometry (Å):
1 Re -0.356 0.202 1.727
2 C 1.769 2.597 0.229
3 N 0.762 3.622 0.335
4 C 0.162 3.752 1.638
5 P -1.070 2.428 1.995
6 C -2.461 2.719 0.877
7 C -2.549 3.815 0.025
8 C -3.639 3.943 -0.825
9 C -4.645 2.989 -0.822
10 C -4.572 1.903 0.042
11 C -3.483 1.768 0.885
12 C -1.626 2.861 3.659
13 C -0.837 2.444 4.731
14 C -1.201 2.761 6.028
15 C -2.360 3.489 6.259
16 C -3.151 3.901 5.197
17 C -2.788 3.589 3.896
18 C 0.800 4.710 -0.566
19 C 1.082 4.481 -1.915
20 C 1.098 5.528 -2.821
21 C 0.822 6.824 -2.414
22 C 0.547 7.059 -1.077
23 C 0.544 6.021 -0.157
24 P 1.161 0.858 0.072
25 C 2.761 0.006 0.025
26 C 3.663 0.251 -1.012
27 C 4.941 -0.276 -0.959
28 C 5.329 -1.049 0.130
29 C 4.435 -1.303 1.158
30 C 3.152 -0.774 1.109
31 C 0.400 0.635 -1.553
32 C -0.603 1.499 -1.992
33 C -1.251 1.249 -3.192
34 C -0.917 0.132 -3.946
35 C 0.067 -0.741 -3.504
36 C 0.721 -0.494 -2.307
37 H 2.401 2.570 1.132
38 H 2.438 2.804 -0.607
39 H -0.366 4.698 1.742
40 H 0.908 3.716 2.446
41 H -1.774 4.569 0.000
42 H -3.701 4.796 -1.486
43 H -5.493 3.096 -1.484
44 H -5.367 1.170 0.063
45 H -3.441 0.938 1.583
46 H 0.053 1.847 4.560
47 H -0.594 2.423 6.855
48 H -2.652 3.728 7.273
49 H -4.055 4.465 5.381
50 H -3.410 3.912 3.070
51 H 1.266 3.477 -2.273
52 H 1.316 5.320 -3.860
53 H 0.829 7.638 -3.125
54 H 0.351 8.064 -0.732
55 H 0.372 6.258 0.882
56 H 3.362 0.848 -1.866
57 H 5.638 -0.085 -1.764
58 H 6.329 -1.458 0.171
59 H 4.734 -1.910 2.002
60 H 2.459 -0.978 1.916
61 H -0.882 2.361 -1.399
62 H -2.021 1.927 -3.534
63 H -1.427 -0.059 -4.880
64 H 0.329 -1.616 -4.084
65 H 1.499 -1.169 -1.976
66 F -0.770 -2.551 3.939
67 B -0.481 -1.257 4.252
68 F 0.752 -0.850 3.608
69 F -1.462 -0.393 3.513
70 F -0.494 -0.930 5.554
71 F -4.747 -1.508 1.446
72 B -3.727 -2.058 0.838
73 F -3.876 -2.664 -0.315
74 C 4.130 -4.128 -3.847
75 C 2.695 -4.370 -3.472
76 C 1.793 -4.824 -4.427
77 C 0.466 -5.062 -4.098
78 C 0.020 -4.809 -2.815
79 C 0.917 -4.358 -1.852
80 N 0.450 -4.034 -0.556
81 C -0.579 -4.672 0.075
82 C -0.805 -6.043 -0.143
83 C -1.817 -6.703 0.509
84 C -2.662 -6.040 1.411
85 C -2.483 -4.699 1.615
86 C -1.460 -3.997 0.947
87 C -1.363 -2.574 1.133
88 O -2.488 -1.887 1.417
89 O -0.318 -1.917 1.086
90 C 2.265 -4.159 -2.155
91 C 3.236 -3.708 -1.098
92 H 4.276 -4.254 -4.918
93 H 4.797 -4.823 -3.335
94 H 4.448 -3.120 -3.575
95 H 2.137 -5.002 -5.437
96 H -0.226 -5.420 -4.848
97 H -1.022 -4.951 -2.557
98 H 0.716 -3.133 -0.188
99 H -0.150 -6.573 -0.820
100 H -1.947 -7.763 0.338
101 H -3.429 -6.581 1.945
102 H -3.096 -4.174 2.338
103 H 2.866 -3.917 -0.097
104 H 3.438 -2.635 -1.167
105 H 4.194 -4.214 -1.209

Atomic forces in eV per Å
0.0 -0.2 0.1
0.2 -0.1 0.0
-0.2 -0.2 -0.1
0.0 0.1 0.1
0.1 0.1 0.0
-0.1 0.0 0.0
0.0 0.0 0.0
0.0 0.0 0.0
0.0 0.0 0.0
0.0 0.0 0.0
0.0 0.0 0.0
0.0 -0.1 0.0
0.0 0.0 0.0
0.0 0.0 0.0
0.0 0.0 0.0
0.0 0.0 0.0
0.0 0.1 0.0
0.0 0.1 0.0
0.0 0.0 0.0
0.0 0.0 0.0
0.0 0.0 0.0
0.0 0.0 0.0
0.0 -0.1 0.0
0.1 0.1 0.0
-0.1 0.0 0.0
0.0 0.0 0.0
0.0 0.0 0.0
0.0 0.0 0.0
0.0 0.0 0.0
0.0 -0.1 0.0
0.0 -0.1 0.0
-0.1 0.0 0.0
0.0 0.0 0.0
0.0 0.0 0.0
-0.1 0.0 0.0
0.0 0.0 -0.1
0.0 0.1 0.0
0.0 0.0 0.0
0.0 0.0 0.0
0.0 0.0 0.0
0.0 0.0 0.0
0.0 0.0 0.0
0.0 0.0 0.0
0.0 0.0 0.0
0.0 0.0 0.0
0.0 0.0 0.0
0.0 0.0 0.0
0.0 0.0 0.0
0.0 0.0 0.0
0.0 0.0 0.0
0.0 0.0 0.0
0.0 0.0 0.0
0.0 0.0 0.0
0.0 0.0 0.0
0.0 0.0 0.0
0.0 0.0 0.0
0.0 0.0 0.0
0.0 0.0 0.0
0.0 0.0 0.0
0.0 0.0 0.0
0.0 0.0 0.0
0.0 0.0 0.0
0.0 0.0 0.0
0.0 0.0 0.0
0.0 -0.1 0.0
0.0 -0.1 0.0
0.0 0.0 0.0
0.0 0.0 -0.1
0.0 0.0 -0.1
0.0 0.0 0.1
-0.1 0.1 0.1
0.1 0.0 0.0
0.0 -0.1 -0.1
0.0 0.0 0.0
0.0 0.0 0.0
0.0 0.0 0.0
0.0 0.1 0.0
0.0 0.0 -0.1
0.1 0.0 -0.1
0.0 0.1 0.2
0.1 0.0 0.0
0.0 -0.1 0.0
0.0 0.0 0.0
0.0 0.1 0.0
-0.1 -0.1 0.0
0.0 0.1 0.0
-0.2 -0.3 0.2
0.1 0.1 0.1
0.0 0.3 -0.1
0.0 0.0 0.0
-0.1 0.0 -0.1
0.0 0.0 0.0
0.0 0.0 0.0
0.0 0.0 0.0
0.0 0.0 0.0
0.0 0.0 0.0
0.0 0.0 0.0
0.0 -0.1 0.0
0.0 0.0 0.0
0.0 0.0 0.0
0.0 0.0 0.0
0.0 0.0 0.0
0.0 0.0 0.0
0.0 0.0 0.0
0.0 0.0 0.0

=====

# 4
Molecular formula: C3H12N2S
Method: DFT, ωB97M-V/def2-TZVPD

HOMO-LUMO gap (eV): 9.13
ΔE to the lowest compared entry with this formula, charge and spin (kJ/mol): 126.4
Charge: 0
HOMO energy (eV): -8.391

Geometry (Å):
1 N 2.143 -1.117 0.734
2 C 1.120 -2.039 1.240
3 C -0.276 -1.429 1.396
4 S -0.793 -1.286 -0.667
5 H 2.099 -0.323 1.366
6 H 1.792 -0.771 -0.158
7 H 0.969 -2.891 0.561
8 H 1.484 -2.431 2.201
9 H -0.233 -0.396 1.724
10 H -1.093 -2.044 1.727
11 H -1.112 0.188 -0.521
12 C -0.311 2.257 -1.512
13 N -1.578 1.662 -0.991
14 H -0.486 2.908 -2.370
15 H 0.100 2.850 -0.694
16 H 0.352 1.435 -1.784
17 H -2.022 1.070 -1.694
18 H -2.156 2.358 -0.557

Atomic forces in eV per Å
-0.8 -0.2 0.2
-0.4 -0.6 0.4
0.4 0.2 -3.8
0.1 1.7 2.7
0.4 0.2 -0.1
0.1 0.0 0.0
0.6 0.2 0.2
-0.1 0.0 -0.1
-0.4 0.0 0.3
0.0 -0.1 0.6
0.3 -2.0 -0.1
-1.0 -0.1 0.4
1.3 -0.2 -0.6
0.1 0.0 0.0
0.3 -0.1 -0.2
0.1 0.2 0.1
-0.4 0.9 0.2
-0.5 0.0 -0.2